# 1
7 unconnected molecules or ions with the total composition C50H82F19N2O15S2Si in a non-equilibrium geometry. Source: OMol25; level of theory: ωB97M-V with the def2-TZVPD basis set.

Each line ends with the Löwdin charge.
Atoms and positions in Å:
C: 6.791094 -1.252218 -2.922856  -0.15
Si: 5.030736 -1.129749 -2.311160  0.58
C: 4.802026 0.450531 -1.341494  -0.15
C: 3.801905 -1.176346 -3.752329  -0.21
C: 3.534525 0.160737 -4.451170  -0.12
C: 2.125637 0.137369 -5.021873  -0.49
F: 1.950537 0.987166 -6.073364  0.11
F: 1.834662 -1.094880 -5.491771  0.09
C: 1.195376 0.524802 -3.845793  -0.09
C: 1.158029 2.055654 -3.740869  -0.10
O: 0.575556 2.468937 -2.523520  -0.06
C: -0.776172 2.086609 -2.530696  -0.10
C: -0.816259 0.572295 -2.436693  -0.35
F: -2.137426 0.197632 -2.389822  0.09
C: -0.118132 0.035720 -1.183582  -0.07
C: -0.160001 0.958343 0.028407  -0.03
C: 0.707583 0.420157 1.155615  -0.44
F: 1.979039 0.241093 0.704160  0.11
F: 0.734358 1.359033 2.126967  0.13
C: 0.231049 -0.958572 1.736004  -0.39
F: 0.620437 -1.903890 0.853459  0.08
F: -1.113164 -0.964433 1.776522  0.13
S: 0.880989 -1.450260 3.465238  0.77
F: 1.662913 -2.704846 2.915070  -0.12
F: -0.392157 -2.362652 3.703123  -0.12
F: 0.089303 -0.192762 4.029418  -0.13
F: 2.171881 -0.562664 3.238922  -0.12
F: 1.372288 -1.774642 4.917053  -0.10
N: -0.223530 -0.123453 -3.709772  -0.05
C: -0.105654 -1.644793 -3.325611  -0.09
C: -0.078301 -2.783826 -4.342644  -0.17
C: -0.388241 -4.075244 -3.554156  -0.16
C: 0.780716 -4.566926 -2.669014  -0.27
N: 1.397316 -5.825978 -3.062842  0.01
S: -1.271487 0.128675 -5.187520  0.85
O: -0.615930 -0.515269 -6.260433  -0.18
O: -1.591524 1.507446 -5.238203  -0.19
C: -2.915240 -0.785410 -4.889897  -0.43
F: -2.826201 -1.764714 -3.995027  0.15
F: -3.773873 0.144365 -4.462300  0.15
C: -3.416127 -1.337405 -6.258996  -0.37
F: -3.376878 -0.337300 -7.163290  0.17
F: -2.619606 -2.355110 -6.641299  0.16
C: -4.887929 -1.871042 -6.188843  -0.51
F: -5.038914 -2.734400 -5.174862  0.19
F: -5.129464 -2.492779 -7.355188  0.19
F: -5.743612 -0.841553 -6.038456  0.17
C: 4.484190 -2.591483 -1.295566  -0.27
C: 3.305358 -2.441975 -0.562356  -0.12
C: 2.792122 -3.476577 0.200453  -0.09
C: 3.451630 -4.696917 0.233795  -0.06
C: 4.624082 -4.865511 -0.479157  -0.06
C: 5.132264 -3.823680 -1.240025  -0.08
H: 6.895515 -0.821500 -3.921149  0.03
H: 7.092977 -2.297247 -3.007728  0.03
H: 7.490455 -0.753599 -2.253570  0.04
H: 5.234840 1.305774 -1.868107  0.04
H: 5.280575 0.364566 -0.367551  0.03
H: 3.747335 0.696936 -1.170702  0.02
H: 2.882825 -1.520485 -3.265120  0.05
H: 4.133737 -1.938801 -4.457614  0.10
H: 3.579779 0.931092 -3.682697  0.09
H: 4.236209 0.390520 -5.250694  0.14
H: 1.714834 0.157651 -2.964412  0.13
H: 2.182978 2.418224 -3.746114  0.15
H: 0.649164 2.500280 -4.597083  0.14
H: -1.261625 2.462729 -3.422922  0.12
H: -1.318664 2.499598 -1.682020  0.16
H: -0.634736 -0.886314 -0.918122  0.13
H: 0.913739 -0.251594 -1.358934  0.11
H: 0.243849 1.951263 -0.160754  0.14
H: -1.178768 1.063970 0.400572  0.14
H: -0.953807 -1.821968 -2.675481  0.11
H: 0.821317 -1.697722 -2.760979  0.11
H: -0.799402 -2.699367 -5.143570  0.08
H: 0.910668 -2.918809 -4.760256  0.11
H: -0.588603 -4.846576 -4.300424  0.12
H: -1.310303 -3.963117 -2.977508  0.11
H: 0.440015 -4.684973 -1.639164  0.11
H: 1.588432 -3.830235 -2.675711  0.10
H: 2.054287 -5.714618 -3.820400  0.07
H: 0.715631 -6.529336 -3.308482  0.07
H: 2.788764 -1.484238 -0.566164  0.07
H: 1.879275 -3.326856 0.763007  0.07
H: 3.054340 -5.508511 0.825233  0.10
H: 5.140519 -5.814447 -0.448903  0.11
H: 6.050184 -3.967960 -1.796545  0.10
O: -4.206450 4.377334 6.343961  0.10
C: -3.437298 3.503591 6.627826  -0.53
O: -2.937700 2.754808 5.620571  -0.03
C: -1.881605 1.805629 5.789820  -0.25
C: -2.384219 0.413429 6.093446  -0.05
C: -3.066908 3.200830 8.060030  0.03
H: -1.156940 2.159570 6.523424  0.11
H: -1.373426 1.804980 4.825570  0.11
H: -2.919526 0.338623 7.040386  0.08
H: -1.546199 -0.282271 6.120793  0.07
H: -3.070925 0.094992 5.307809  0.08
H: -3.823993 2.536856 8.476270  0.10
H: -3.085727 4.136175 8.611973  0.10
H: -2.089005 2.743936 8.188279  0.07
O: 2.299941 6.083364 3.409024  0.10
C: 1.259808 6.297653 3.967431  -0.53
O: 0.554676 5.242762 4.423848  0.00
C: -0.613482 5.377917 5.244886  -0.22
C: -1.876344 5.580748 4.440159  -0.05
C: 0.691655 7.689551 4.108456  0.02
H: -0.469269 6.158000 5.994595  0.12
H: -0.654654 4.431557 5.785615  0.10
H: -1.846501 6.521118 3.889647  0.08
H: -2.750234 5.580216 5.090206  0.07
H: -1.998028 4.781774 3.713156  0.06
H: 0.126556 7.918939 3.205672  0.10
H: 1.523763 8.383998 4.182771  0.09
H: 0.043148 7.825947 4.969114  0.07
O: 4.371405 -6.812003 2.329361  0.10
C: 4.387864 -6.419026 3.461749  -0.52
O: 3.215813 -6.334155 4.124544  0.00
C: 3.137660 -6.023148 5.519350  -0.23
C: 3.136863 -4.529657 5.771443  -0.06
C: 5.659118 -5.936803 4.119916  0.02
H: 3.928479 -6.531044 6.071661  0.11
H: 2.194820 -6.460876 5.841438  0.13
H: 4.070004 -4.068510 5.445970  0.06
H: 3.006788 -4.326832 6.834616  0.09
H: 2.320160 -4.059213 5.223036  0.06
H: 5.798727 -4.889029 3.852286  0.09
H: 6.485471 -6.509997 3.709457  0.09
H: 5.673304 -6.030819 5.202175  0.07
O: 6.199330 -1.601815 1.088257  0.11
C: 6.189692 -1.283658 2.245669  -0.51
O: 5.005437 -1.303706 2.892385  -0.01
C: 4.885906 -1.100648 4.305215  -0.25
C: 4.796915 0.365638 4.670132  -0.05
C: 7.428948 -0.802388 2.961510  0.02
H: 5.694764 -1.606114 4.835064  0.11
H: 3.962160 -1.612797 4.571976  0.09
H: 5.706515 0.903312 4.403260  0.07
H: 4.636911 0.478273 5.742371  0.09
H: 3.965159 0.833027 4.142992  0.07
H: 7.533500 0.267382 2.781691  0.10
H: 8.284844 -1.310294 2.525892  0.09
H: 7.428310 -0.977148 4.033685  0.07
O: -3.497413 4.798272 1.809364  0.10
C: -4.306215 3.914687 1.828181  -0.52
O: -5.577083 4.194405 1.483324  0.01
C: -6.588028 3.190946 1.356640  -0.24
C: -7.250536 2.876557 2.681336  -0.06
C: -3.951366 2.530618 2.328075  0.02
H: -6.184137 2.296517 0.877845  0.11
H: -7.310478 3.621708 0.665746  0.12
H: -6.543461 2.455062 3.396051  0.07
H: -8.061277 2.161933 2.537397  0.08
H: -7.660677 3.786251 3.117558  0.09
H: -4.047730 2.534716 3.414636  0.08
H: -2.908119 2.348250 2.077199  0.08
H: -4.561662 1.729197 1.917574  0.07
O: -9.552807 4.421740 -8.949155  0.12
C: -9.083148 3.619582 -8.198081  -0.52
O: -7.992838 3.979935 -7.477213  0.00
C: -7.452151 3.172125 -6.434495  -0.24
C: -6.479283 2.134533 -6.957644  -0.07
C: -9.619964 2.210950 -8.082618  0.01
H: -8.247838 2.720954 -5.839624  0.11
H: -6.934651 3.878007 -5.786270  0.12
H: -6.971025 1.419033 -7.616924  0.07
H: -6.029571 1.589821 -6.128820  0.06
H: -5.687867 2.622608 -7.526967  0.09
H: -9.150500 1.602463 -8.855183  0.10
H: -10.688326 2.246285 -8.275011  0.09
H: -9.455948 1.741227 -7.116450  0.07

Forces on atoms 1 to 6 (eV/Å):
C -0.1 -0.2 -0.2
Si 0.4 -0.2 0.2
C -0.3 0.3 -0.2
C 0.5 0.4 0.1
C -0.1 -0.4 0.0
C -0.2 0.0 0.2

The calculation puts the total energy at -168044.366 eV. Its charge is +1. The HOMO-LUMO gap comes out at 0.2723 Eh.

---

# 2
7 unconnected molecules or ions with the total composition H14O7. Source: OMol25; level of theory: ωB97M-V with the def2-TZVPD basis set.

Each line ends with the natural charge from an NBO analysis.
Atoms and positions in Å:
O: -0.002699 -2.972593 0.167403  -0.96
H: 0.210059 -3.506240 -0.607036  0.49
H: 0.410105 -3.426803 0.909718  0.49
O: -0.521717 -0.069976 -0.120773  -0.97
H: -0.467410 -1.013288 0.084002  0.50
H: 0.378321 0.186353 -0.349625  0.48
O: -2.105120 2.157089 -0.742703  -0.97
H: -1.438172 2.766734 -1.074078  0.46
H: -1.646162 1.296954 -0.668754  0.50
O: 2.153695 1.904283 0.414822  -0.95
H: 2.655552 1.285162 0.958909  0.47
H: 2.567389 2.758290 0.578821  0.49
O: 3.553753 -0.470072 -1.003703  -0.95
H: 4.206428 -0.103667 -1.607740  0.47
H: 3.046136 0.291764 -0.700473  0.47
O: -1.394650 3.184895 2.035034  -0.96
H: -1.231357 2.692990 1.218614  0.48
H: -2.189458 3.687488 1.835472  0.47
O: -2.979220 -3.253275 -0.421952  -0.94
H: -2.017101 -3.216078 -0.336664  0.48
H: -3.188371 -4.180020 -0.569289  0.46

Forces on atoms 1 to 6 (eV/Å):
O -0.1 -0.2 -0.1
H 0.2 0.1 0.0
H -0.1 0.1 0.0
O 0.2 0.0 0.0
H 0.0 0.0 -0.1
H 0.0 0.0 0.1

As for the SMILES: O.O.O.O.O.O.O. The calculation puts the total energy at -14559.916 eV. For the relative energy (zero: lowest compared OMol25 entry of this formula, charge and spin), the calculation gives 149.1 kJ/mol. The HOMO-LUMO gap comes out at 0.3934 Eh.

---

# 3
A molecular structure, C10H28I2N2O4Pd in a non-equilibrium geometry. Source: OMol25; level of theory: ωB97M-V with the def2-TZVPD basis set.

Each line ends with the Löwdin spin population.
Atoms and positions in Å:
Pd: 0.776356 0.231900 0.293548  1.39
I: 2.540388 -1.657370 -1.109998  0.17
I: -1.083390 2.152235 1.492117  0.17
C: -1.278728 -1.756013 -2.462563  0.00
C: -1.933821 -1.193033 -1.133931  0.01
C: -3.144436 -2.097778 -0.712872  0.01
O: -3.593566 -1.673728 0.585768  0.00
C: -4.490827 -0.516363 0.622892  0.00
N: -0.837091 -1.230730 -0.190598  0.07
H: -2.023504 -1.938343 -3.237273  0.00
H: -0.761488 -2.713432 -2.400040  0.00
H: -0.506585 -1.108124 -2.877450  0.00
H: -2.253327 -0.158895 -1.262663  0.00
H: -2.936258 -3.166948 -0.672592  0.00
H: -3.913500 -1.979661 -1.476212  0.00
H: -3.974476 0.301784 0.120775  0.00
H: -4.693495 -0.322319 1.676156  0.00
H: -5.471653 -0.709015 0.188200  0.00
H: -0.421391 -2.137516 -0.348823  0.00
H: -1.318277 -1.351385 0.689174  0.00
C: 3.792259 3.412324 -0.508341  0.00
C: 2.462258 2.681314 -0.368253  0.00
C: 1.976367 2.158966 -1.779250  0.00
O: 0.722759 1.501296 -1.503538  0.05
C: -0.179932 1.795074 -2.544675  0.00
N: 2.653780 1.591104 0.537842  0.06
H: 3.799903 4.298098 -1.143516  0.00
H: 4.548924 2.769095 -0.957582  0.00
H: 4.144132 3.855419 0.423292  0.00
H: 1.635996 3.324131 -0.064640  0.00
H: 2.731099 1.500475 -2.209218  0.00
H: 1.899358 2.953444 -2.521531  0.00
H: 0.134864 1.423589 -3.519869  0.00
H: -0.354773 2.870851 -2.559830  0.00
H: -1.143803 1.327656 -2.343254  0.00
H: 3.467647 1.054521 0.273647  0.00
H: 3.059481 2.013349 1.360768  0.00
C: 0.038281 -1.938189 3.672984  0.00
C: 1.346152 -1.823434 2.876543  0.00
O: 1.527101 -0.547472 2.229677  0.04
O: -0.935820 -2.091303 2.694103  0.00
H: -0.036547 -1.178142 4.450695  0.00
H: 0.027750 -2.906375 4.173592  0.00
H: 1.340697 -2.598376 2.110044  0.00
H: 2.185351 -1.942064 3.561942  0.00
H: 2.203768 -0.086417 2.730838  0.00
H: -1.727984 -2.394197 3.143916  0.00

Forces on atoms 1 to 6 (eV/Å):
Pd 0.1 0.0 -0.1
I -0.1 0.3 0.2
I 0.4 -0.4 -0.2
C -1.0 0.5 -0.3
C 0.7 -1.7 -2.4
C 0.2 1.8 0.4

The calculation puts the total energy at -41674.872 eV. For the relative energy (zero: lowest compared OMol25 entry of this formula, charge and spin), the calculation gives 0.0 kJ/mol. The HOMO-LUMO gap (alpha / beta) comes out at 0.2801 / 0.2555 Eh. Its spin multiplicity is 3.

---

# 4
3 unconnected molecules or ions with the total composition C3H12NO4 in a non-equilibrium geometry. Source: OMol25; level of theory: ωB97M-V with the def2-TZVPD basis set.

Each line ends with the natural charge from an NBO analysis.
Atoms and positions in Å:
O: 1.929158 1.534198 0.556013  -0.51
C: 0.768087 1.843090 0.586053  0.43
C: -0.123488 0.862040 -0.306090  -0.17
C: -1.657591 0.867768 0.141441  -0.06
O: -2.116870 2.163790 0.058651  -0.69
N: 0.509426 -0.483215 -0.274939  -0.72
H: 0.378338 2.705798 1.098403  0.18
H: -0.037942 1.172805 -1.375631  0.23
H: -1.590931 0.397964 1.181361  0.17
H: -2.166966 0.219356 -0.490425  0.18
H: -2.901121 2.157426 -0.495305  0.50
H: 1.548578 -0.438605 -0.597630  0.45
H: 0.657569 -0.823172 0.702301  0.48
H: 0.053831 -1.018895 -0.998981  0.47
H: 0.478790 -1.825758 3.025159  0.50
H: -0.836752 -2.001393 2.374477  0.50
O: 0.037370 -1.435414 2.256421  -0.97
H: 1.436357 -2.212645 -3.157729  0.50
H: 2.262131 -1.699719 -2.009710  0.48
O: 1.372029 -1.985412 -2.273839  -0.96

Forces on atoms 1 to 6 (eV/Å):
O 0.3 0.5 0.7
C 0.3 -2.3 -2.1
C -0.8 1.8 0.2
C 3.5 -0.8 1.6
O -0.1 0.3 0.2
N 2.9 1.4 0.1

The calculation puts the total energy at -12978.027 eV. Its charge is +1. For the relative energy (zero: lowest compared OMol25 entry of this formula, charge and spin), the calculation gives 245.8 kJ/mol. The HOMO-LUMO gap comes out at 0.3988 Eh.